Entry 1:
C10H23AlCuFIO2PS | the ωB97M-V functional and the def2-TZVPD basis

Geometry as XYZ:
```
41
Properties=species:S:1:pos:R:3:forces:R:3
Al -1.856838 0.511689 0.902957 -0.43 -0.11 -0.51
P -1.351984 2.490766 2.107009 -0.70 0.29 0.70
H -3.171609 -1.741454 0.753601 -0.35 -0.08 0.13
C -1.619944 0.794280 -1.099564 0.90 0.08 1.23
H 0.783852 2.107063 1.903990 -0.12 0.29 0.11
H 1.002610 -0.897654 -1.081155 -0.08 -0.05 0.28
H -1.528194 -0.213315 -1.508494 -0.38 -0.24 -0.29
H 3.891017 -1.526237 0.321341 0.22 -0.12 -0.07
H -0.480160 -3.134152 0.861800 0.14 -0.23 -0.21
C 2.825738 0.330894 -1.191730 -1.05 -0.20 0.69
H 3.565288 1.139614 0.619496 0.08 0.26 0.07
Cu -3.903019 -2.714144 -2.972513 0.39 -0.30 1.24
C -1.103800 -2.276099 0.609556 -0.07 -0.71 0.58
H 2.921449 1.346901 -1.554813 0.25 0.17 -0.32
H 0.308393 -0.814644 1.164586 0.25 0.09 -0.05
H -0.517091 2.471893 -1.817367 0.16 0.45 0.19
H 1.893398 0.712883 0.744783 -0.29 -0.01 -0.03
H 3.874348 -0.677370 1.880865 0.28 -0.15 0.20
S -2.373042 2.634864 3.757738 0.23 -0.11 -0.03
H 1.837401 -0.917228 -2.605200 0.01 -0.28 -0.08
H 1.164735 1.480817 -3.005465 0.30 0.02 -0.08
C 1.537571 -0.266030 -1.785877 0.60 0.10 -0.78
C 0.608746 0.771935 -2.397708 -0.36 -0.11 0.60
C 3.299693 -0.921627 0.997298 -0.67 0.27 0.23
H -0.067880 0.240400 -3.061898 -0.19 0.08 -0.31
C -2.547594 -2.614701 0.908640 0.33 0.85 -0.69
H -2.023318 3.377930 0.280733 0.14 0.36 0.18
H 0.269050 1.696996 -0.444116 0.34 0.15 0.02
O 0.236404 2.704271 2.437876 0.12 -0.10 -0.39
O -1.787934 3.757997 1.144447 0.36 -0.48 -0.40
H 3.668020 -0.272197 -1.507588 0.36 0.13 -0.17
H -2.450214 1.329912 -1.543859 -0.21 -0.07 -0.32
I -3.257763 -4.016261 -0.610647 -0.47 0.03 -0.79
H -2.729904 -3.050841 1.879273 -0.17 -0.43 0.04
H -0.690510 -1.272335 2.489407 -0.15 -0.13 0.25
H -1.007167 -2.081708 -0.450947 0.15 0.10 -0.27
C -0.262813 1.514251 -1.376043 -0.94 -0.26 -0.69
C 2.841244 0.381165 0.334708 0.92 -0.01 -0.06
F -3.534343 0.182106 1.142723 0.28 -0.05 -0.04
H 2.455724 -1.510586 1.347110 -0.10 -0.25 -0.10
C -0.719560 -1.060043 1.425047 -0.07 0.75 -0.07
```
Positions in Å, forces in eV/Å.

Results
LUMO energy (eV): -3.56
Gap between HOMO and LUMO (eV): 3.30
E_HOMO (eV): -6.86

These are the natural (NBO) partial charges, in e, on atoms 1 to 2: 1.56, 1.19



Entry 2:
C4H9N2O | the ωB97M-V functional and the def2-TZVPD basis

Geometry as XYZ:
```
16
Properties=species:S:1:pos:R:3:forces:R:3
N 1.733501 -0.062970 -2.663013 0.54 -0.88 0.06
H 0.449792 0.425437 2.611019 -0.06 0.38 2.52
C -0.694151 -1.614899 0.510567 -0.84 0.87 0.07
C 0.722292 0.184398 1.649460 3.34 0.22 -2.90
C 0.875221 0.549276 -2.135951 0.54 0.75 -1.35
H -1.610108 -1.928171 -0.012107 0.47 0.39 0.23
H -1.074778 0.894939 -0.544930 0.99 0.20 0.44
H 0.035187 -2.346112 0.660736 0.87 -1.21 0.42
N -1.369644 0.670260 0.430343 0.96 1.53 0.08
H -2.261845 0.300162 0.158327 -1.36 0.08 1.17
H -1.282138 1.621206 0.938065 -0.97 -2.07 -0.69
C -0.443174 -0.395692 0.963273 -0.57 0.50 -2.07
H 1.658087 -0.445062 1.525958 -1.47 -0.01 0.90
O 0.121825 1.294268 -1.646823 -0.88 0.34 0.86
H 1.910801 -0.261367 -3.630384 0.10 -0.18 -0.06
H 1.229131 1.114328 1.185460 -1.65 -0.90 0.31
```
Positions in Å, forces in eV/Å.

Results
Net charge: +1
LUMO energy (eV): -3.30
Gap between HOMO and LUMO (eV): 11.47
E_HOMO (eV): -14.77

These are the natural (NBO) partial charges, in e, on atoms 1 to 2: -0.69, 0.25



Energy above the lowest of the compared OMol25 structures with the same formula, charge and spin, respectively: 0.0 218.2 kJ/mol.